The following is a DFT calculation (wB97M-V/def2-TZVPD) of a 9-piece molecular cluster, FH16O8 overall at a distorted geometry.

Its net charge is -1. As for the HOMO energy: -7.17 eV. The calculation puts the energy above the lowest of the compared OMol25 structures with the same formula, charge and spin at 32.10 kcal per mole. Its spin multiplicity is 1.

```
25
Properties=species:S:1:pos:R:3:forces:R:3
F -0.0692 -0.2247 0.1799 -0.5 0.1 -0.2
O 0.7408 0.3673 2.9189 0.3 -1.0 -0.1
O -1.7202 -0.4367 -1.8841 1.3 0.2 -2.3
O 1.0088 -2.1447 1.3769 0.6 -1.7 1.1
O -1.3412 2.0443 0.2279 -1.9 2.1 -0.1
O 0.1438 1.6493 -2.4751 2.4 1.0 0.6
O -2.0672 -1.7107 1.0149 -0.3 0.0 0.0
O 1.9918 1.2333 0.3359 0.7 0.1 -1.5
O 1.5568 -1.1657 -1.6391 1.1 -0.8 -1.1
H 2.4878 1.2163 -0.5291 -0.9 0.0 1.5
H -0.3222 0.9993 -1.9801 -1.3 -0.6 0.2
H 1.6698 -0.5537 -2.3701 -0.3 0.2 0.1
H -1.0202 1.1733 0.2289 0.9 -2.0 0.1
H 0.4528 -1.4937 0.9749 -0.2 0.9 -0.6
H -0.6672 2.5803 0.6179 0.7 0.4 0.2
H 0.9538 -0.7737 -1.0201 -0.5 0.4 0.6
H 1.1948 0.6703 0.1599 0.8 0.5 0.0
H 0.4188 1.1753 3.2619 -0.5 1.3 0.8
H -1.6972 -2.3847 1.5849 0.0 -0.2 0.0
H -1.2852 -1.2087 0.7219 -0.3 0.1 0.1
H -1.0402 -0.6647 -1.2611 0.5 -0.4 0.6
H 0.6688 -2.2047 2.2779 0.3 0.1 -0.1
H -0.2642 1.8063 -3.2981 -1.0 -0.1 -1.1
H 0.7038 0.5213 1.9709 0.2 -0.3 -0.2
H -2.4992 -0.4697 -1.3971 -2.2 -0.1 1.4
```
Positions in Å, forces in eV/Å.



The following is a DFT calculation (wB97M-V/def2-TZVPD) of a 9-piece molecular cluster, FH16O8 overall at a distorted geometry.

Its net charge is -1. As for the HOMO energy: -6.92 eV. The calculation puts the energy above the lowest of the compared OMol25 structures with the same formula, charge and spin at 34.03 kcal per mole. Its spin multiplicity is 1.

```
25
Properties=species:S:1:pos:R:3:forces:R:3
F -0.8367 8.6699 9.9848 -0.6 0.7 -0.3
O 0.6482 7.7975 11.7849 0.3 0.0 2.6
O 1.2524 10.1378 9.5912 2.0 1.1 -0.1
O 0.3556 6.6667 8.8450 0.2 -0.3 0.2
O -1.1524 10.0671 12.2928 1.0 -0.2 0.2
O -3.3213 10.0584 10.1407 3.3 2.3 1.7
O -2.2821 8.2707 7.8718 -0.2 -0.3 0.9
O -2.3841 7.1272 11.5901 -1.2 0.4 0.8
O -0.5707 11.7801 8.4409 -2.0 -0.3 0.1
H -2.1242 6.3222 11.1983 0.3 -1.9 -0.4
H 0.0204 11.3836 9.0806 1.0 0.1 -0.1
H -1.0794 9.6613 11.4129 -0.1 0.2 0.2
H -0.1661 12.3838 7.8453 1.0 0.5 -0.3
H 0.2497 8.3198 11.0875 0.0 0.2 0.0
H 1.9781 9.8326 9.0277 -0.3 0.2 0.3
H 0.3128 8.2048 12.6385 0.5 -0.6 -1.7
H -1.7963 8.4868 8.7313 -0.5 -0.6 -1.4
H -1.7623 7.6961 11.1563 0.5 1.1 -0.2
H 0.5352 7.2177 8.0792 -0.3 0.0 0.0
H -2.0097 10.4603 12.3059 -1.0 0.3 -0.1
H 0.5684 9.5032 9.4768 -1.4 -1.2 0.0
H -3.9384 9.5234 9.7627 -2.5 -2.4 -1.7
H -0.0860 7.2649 9.4863 0.3 -0.3 -0.6
H -2.8630 7.5145 8.0870 0.6 0.6 -0.1
H -2.4426 9.6845 9.8880 -1.1 0.5 0.2
```
Positions in Å, forces in eV/Å.



The following is a DFT calculation (wB97M-V/def2-TZVPD) of a 10-piece molecular cluster, FH18O9 overall at a distorted geometry.

Its net charge is -1. As for the HOMO energy: -6.92 eV. The calculation puts the energy above the lowest of the compared OMol25 structures with the same formula, charge and spin at 10.62 kcal per mole. Its spin multiplicity is 1.

```
28
Properties=species:S:1:pos:R:3:forces:R:3
F 0.2104 0.0815 -0.1476 0.1 0.3 0.2
O 2.5854 0.2575 0.9864 1.3 0.8 1.1
O 1.2834 -2.3565 2.3784 -1.1 0.9 1.8
O -2.6856 1.1235 -1.7576 -0.5 0.5 0.3
O -0.2366 -0.2375 -2.7586 -0.3 -0.6 -2.3
O -0.5946 -0.4005 2.4754 3.3 2.6 2.2
O -1.5606 2.0015 0.7094 0.5 0.1 -0.1
O -1.7746 -1.6485 -0.2146 -1.2 -0.9 0.6
O 0.9154 2.2565 -1.3776 0.4 1.7 0.0
O 1.4664 -2.2845 -0.3426 -0.9 -0.1 0.6
H 0.4554 -0.0395 -3.4016 -0.3 0.0 -0.1
H -1.1376 -0.9605 -0.2906 1.4 0.8 -0.6
H 2.6774 1.0525 1.5504 -0.1 -0.8 -0.5
H -2.3976 -1.1855 0.3484 -0.7 -0.2 0.0
H 0.8764 2.9835 -0.7216 0.1 -0.8 -0.6
H -0.9006 1.3065 0.5154 -0.3 -0.2 0.1
H -0.9896 2.7725 0.7734 -0.2 0.2 0.1
H -0.0696 -0.4505 1.6904 0.0 0.2 -1.3
H -2.0816 0.5105 -2.1616 0.5 -0.5 -0.5
H -2.1436 1.5875 -1.1036 -0.2 0.0 0.1
H 0.9824 -1.4445 -0.2416 -0.1 -0.2 -0.1
H 2.0134 -2.0875 -1.0756 1.1 0.1 -1.1
H 0.6454 -1.6595 2.6854 0.9 -1.1 0.7
H 0.1584 0.0205 -1.9576 0.5 0.3 2.1
H 0.7594 1.4395 -0.8976 -0.2 -0.3 0.5
H -1.3756 -0.8215 2.3764 -3.7 -2.2 -0.9
H 1.7804 0.3795 0.4954 -0.8 0.0 -0.4
H 1.1374 -2.1955 1.4644 0.7 -0.7 -1.6
```
Positions in Å, forces in eV/Å.



The following is a DFT calculation (wB97M-V/def2-TZVPD) of a 2-piece molecular cluster, FH2O2P overall at a distorted geometry.

Its net charge is 0. As for the HOMO energy: -10.86 eV. The calculation puts the energy above the lowest of the compared OMol25 structures with the same formula, charge and spin at 23.39 kcal per mole. As for the SMILES: O=PO.F. Its spin multiplicity is 1.

```
6
Properties=species:S:1:pos:R:3:forces:R:3
P 1.2440 -0.0825 -1.8877 -0.1 -0.2 0.4
F -1.1114 0.6612 0.8186 -0.4 0.2 0.2
O -0.0367 0.5678 -1.5970 -0.2 0.4 -0.6
O 1.5333 -1.0951 -0.6776 -0.6 0.0 0.8
H 0.8240 -1.0213 0.0246 0.8 -0.1 -0.9
H -1.6256 1.1036 0.1771 0.5 -0.3 0.1
```
Positions in Å, forces in eV/Å.



The following is a DFT calculation (wB97M-V/def2-TZVPD) of a 2-piece molecular cluster, FH2O3PS overall at a distorted geometry.

Its net charge is 0. As for the HOMO energy (spin up / spin down): -6.43 / -9.18 eV. The calculation puts the energy above the lowest of the compared OMol25 structures with the same formula, charge and spin at 15.00 kcal per mole. Its spin multiplicity is 3.

```
8
Properties=species:S:1:pos:R:3:forces:R:3
S -2.3076 -0.7094 -0.3829 0.3 1.6 0.0
P -0.6723 0.3363 -0.0146 -2.4 -5.0 1.4
F 0.8371 -2.2584 -0.2687 0.8 1.4 0.9
O 1.3229 -1.1463 0.4024 0.5 -2.5 -0.6
O 0.2232 0.9505 -1.0913 2.1 1.4 -3.1
O -0.5216 1.1944 1.2708 0.9 2.5 2.1
H 0.3987 1.4265 1.5969 -1.6 -0.5 -0.9
H 0.7197 0.2064 -1.5124 -0.5 1.0 0.2
```
Positions in Å, forces in eV/Å.



The following is a DFT calculation (wB97M-V/def2-TZVPD) of a 2-piece molecular cluster, FH2PS overall at a distorted geometry.

Its net charge is 0. As for the HOMO energy (spin up / spin down): -10.16 / -8.89 eV. The calculation puts the energy above the lowest of the compared OMol25 structures with the same formula, charge and spin at 102.52 kcal per mole. Its spin multiplicity is 1.

```
5
Properties=species:S:1:pos:R:3:forces:R:3
S 3.2319 -0.6695 0.0315 -1.1 0.8 0.5
P -1.6155 0.5325 0.3682 0.0 0.3 -1.1
F 1.9553 0.1951 0.6212 1.1 -0.8 -0.5
H -1.5931 0.7234 -1.0807 0.1 0.3 0.8
H -1.9786 -0.7814 0.0598 -0.1 -0.5 0.3
```
Positions in Å, forces in eV/Å.



The following is a DFT calculation (wB97M-V/def2-TZVPD) of one molecule with the formula FH3N2OS at a distorted geometry.

Its net charge is 0. As for the HOMO energy: -9.90 eV. The calculation puts the energy above the lowest of the compared OMol25 structures with the same formula, charge and spin at 78.46 kcal per mole. As for the SMILES: NN(F)OS. Its spin multiplicity is 1.

```
8
Properties=species:S:1:pos:R:3:forces:R:3
S 2.5188 0.0545 -0.1703 -0.4 0.4 0.5
F 0.1076 1.7922 0.1141 -0.7 -1.3 -0.5
O 0.9494 -0.2822 0.3377 -0.5 -0.4 0.1
N 0.0353 0.3221 -0.4978 -0.6 1.1 -0.8
N -1.2184 -0.2062 -0.2993 -1.3 0.7 -2.7
H -1.6809 0.0832 0.5392 0.0 0.1 0.9
H -1.9606 -0.0287 -1.1732 3.3 -0.2 2.9
H 2.6063 1.2184 0.5336 0.1 -0.4 -0.3
```
Positions in Å, forces in eV/Å.



The following is a DFT calculation (wB97M-V/def2-TZVPD) of one molecule with the formula FH3OP2 at a distorted geometry.

Its net charge is 0. As for the HOMO energy (spin up / spin down): -7.52 / -7.22 eV. The calculation puts the energy above the lowest of the compared OMol25 structures with the same formula, charge and spin at 70.18 kcal per mole. As for the SMILES: OP=[PH2]F. Its spin multiplicity is 1.

```
7
Properties=species:S:1:pos:R:3:forces:R:3
P -1.1430 -1.8878 0.6436 0.9 -0.1 2.5
P 0.5449 -0.2186 0.7600 -0.2 2.2 1.6
F 0.3274 -0.1581 2.4144 0.6 0.1 -1.9
O -1.2617 -2.0408 -0.9265 -0.1 2.5 -2.3
H -1.2505 -1.0646 -1.2030 -0.4 -2.1 -0.5
H 1.8624 0.5557 0.6835 -0.8 -1.3 0.5
H -0.0443 1.0786 0.3520 0.0 -1.3 0.1
```
Positions in Å, forces in eV/Å.



The following is a DFT calculation (wB97M-V/def2-TZVPD) of FH4NSi as an isolated structure at a distorted geometry.

Its net charge is 0. As for the HOMO energy: -9.21 eV. The calculation puts the energy above the lowest of the compared OMol25 structures with the same formula, charge and spin at 56.35 kcal per mole. Its spin multiplicity is 1.

```
7
Properties=species:S:1:pos:R:3:forces:R:3
Si -0.1726 0.5738 0.9503 4.1 1.0 -4.4
F -0.1378 2.1903 0.6645 -0.1 -1.2 0.3
N 0.6849 -0.2088 -1.1076 -1.1 -1.1 2.8
H 0.0092 -0.3477 -1.9127 0.7 0.1 1.6
H 1.1891 0.3541 1.7027 -1.8 -0.2 -0.2
H 1.0499 -1.2036 -0.8408 -1.0 2.2 -0.7
H -1.5636 0.4111 1.1947 -0.8 -0.8 0.6
```
Positions in Å, forces in eV/Å.



The following is a DFT calculation (wB97M-V/def2-TZVPD) of a 2-piece molecular cluster, FH5N3OP overall at a distorted geometry.

Its net charge is 0. As for the HOMO energy: -9.82 eV. The calculation puts the energy above the lowest of the compared OMol25 structures with the same formula, charge and spin at 32.29 kcal per mole. Its spin multiplicity is 1.

```
11
Properties=species:S:1:pos:R:3:forces:R:3
P -1.7321 -0.5857 -0.1725 1.3 1.9 -1.7
F 0.9935 -0.5493 0.0664 0.3 -0.1 -0.5
O -1.4980 -2.0237 -0.1103 -0.5 -0.1 0.2
N -1.5600 0.5484 -1.2630 0.3 -3.0 -1.6
N -1.9802 0.2160 1.2146 0.6 -1.3 -1.0
N 2.4118 -0.8011 0.2145 -1.2 0.0 0.2
H -2.3210 1.1176 1.0774 -0.6 1.7 0.2
H -2.1905 -0.2883 2.0226 -0.5 -0.6 1.4
H -1.2551 0.0558 -2.2127 -0.9 1.4 2.5
H 2.3658 -0.8225 1.2337 1.0 0.2 -0.1
H 2.7796 0.0904 -0.1259 0.1 -0.1 0.5
```
Positions in Å, forces in eV/Å.